1.
# C10H35CrN13O7

A structure of composition C10H35CrN13O7 at a distorted geometry (ωB97M-V/def2-TZVPD, the Open Molecules 2025 dataset).

Each line ends with the Mulliken spin population.
Cartesian coordinates (Å):
Cr1 26.65139 11.55581 18.85625  2.87
C1 29.37252 8.14289 18.83326  0.00
C2 28.53141 9.19702 19.44411  0.00
C3 29.43203 9.99640 20.44974  0.01
O1 28.64029 10.92955 21.14728  0.02
C4 29.13310 11.40371 22.36269  0.00
N1 28.00154 10.04242 18.35368  -0.07
H1 28.79106 7.53803 18.13745  0.00
H2 29.66058 7.34598 19.51887  0.00
H3 30.23163 8.52892 18.28460  0.00
H4 27.77686 8.65716 20.01622  -0.01
H5 30.16759 10.40490 19.75679  0.00
H6 30.07730 9.35337 21.04825  0.00
H7 29.78291 12.24733 22.12996  0.00
H8 29.78264 10.69917 22.88213  0.00
H9 28.30160 11.52790 23.05643  0.00
H10 28.82773 10.36632 17.87140  0.01
H11 27.64552 9.28847 17.78368  0.01
C5 29.26310 13.53595 19.00147  0.01
O2 28.41764 12.67089 18.94098  -0.03
N2 29.00623 14.75346 18.71132  0.00
N3 30.35928 13.42296 19.56114  0.00
H12 29.62250 15.47671 19.05369  0.00
H13 28.09480 15.12597 18.48632  0.00
H14 30.84293 14.30922 19.53427  0.00
H15 30.61778 12.57300 20.04160  0.00
C6 24.49485 10.15933 16.92412  0.00
O3 25.20534 10.82990 17.64644  0.05
N4 23.58739 10.66839 16.14738  0.00
N5 24.47109 8.89104 16.92559  0.01
H16 23.47692 11.66760 16.24479  0.00
H17 23.25256 10.10419 15.37948  0.00
H18 24.03394 8.45097 16.12851  0.00
H19 25.10682 8.41625 17.55051  0.00
C7 26.15263 13.34286 21.62033  0.01
O4 26.32853 12.62349 20.65533  0.03
N6 27.04208 14.08981 22.24880  0.00
N7 24.97356 13.60163 22.08748  0.00
H20 27.82957 14.32217 21.66062  0.00
H21 26.82028 14.63644 23.06862  0.00
H22 24.80352 14.18857 22.89165  0.00
H23 24.31780 13.24691 21.40611  0.00
C8 25.05591 9.40724 20.82848  0.00
O5 25.85952 10.13621 20.16019  0.01
N8 23.79278 9.44676 20.70449  0.00
N9 25.33926 8.45494 21.66291  0.00
H24 23.37308 9.96653 19.94700  0.00
H25 23.25848 8.83083 21.30052  0.00
H26 26.31466 8.21464 21.55829  0.00
H27 24.70418 7.91270 22.23102  0.00
C9 25.41830 14.39142 17.79624  0.01
O6 25.86980 13.35029 18.17754  0.05
N10 25.75202 14.86114 16.63247  0.00
N11 24.64802 15.19296 18.49797  0.00
H28 25.26788 15.67566 16.28280  0.00
H29 26.48776 14.54703 16.01593  0.00
H30 24.56476 16.14680 18.17645  0.00
H31 24.48724 14.95334 19.46587  0.00
C10 27.68871 12.50050 15.43417  0.01
O7 27.43152 12.09371 16.55829  0.00
N12 27.66693 11.76250 14.31799  0.00
N13 28.11644 13.76632 15.18220  0.00
H32 27.39314 10.79694 14.43131  0.00
H33 27.94680 12.08390 13.40231  0.00
H34 28.40661 14.04722 14.25646  0.00
H35 28.47470 14.40217 15.88036  0.00

## Properties
multiplicity = 4
⟨S²⟩ = 3.77
HOMO-LUMO gap (alpha / beta) = 0.28583 / 0.33749 hartree
net charge = +3

2.
# C3H7OS2

The ion C3H7OS2 with charge -1 at a distorted geometry (ωB97M-V/def2-TZVPD, the Open Molecules 2025 dataset).

Each line ends with the natural charge from an NBO analysis.
Cartesian coordinates (Å):
O1 0.39360 2.42547 -2.69559  -0.96
C1 0.00733 1.12348 -2.52481  0.00
C2 -0.64115 0.92040 -1.08875  -0.49
C3 0.04795 -0.22564 -0.36178  -0.53
S1 -0.48087 -0.10279 1.34734  0.10
S2 0.59379 -1.79280 1.97109  -0.22
H1 -0.86272 0.93181 -3.25555  0.08
H2 0.81187 0.32487 -2.62835  0.07
H3 -0.42551 1.88905 -0.70132  0.24
H4 -1.73702 0.75820 -1.07726  0.17
H5 -0.16685 -1.21677 -0.77843  0.20
H6 1.13199 -0.00773 -0.38046  0.22
H7 -0.19200 -2.66326 1.14329  0.13

## Properties
multiplicity = 1
structure (SMILES) = [O-]CCCSS
HOMO-LUMO gap = 0.19193 hartree
net charge = -1

3.
# C42H65N3O3S2Sb3Si3Tl

A structure of composition C42H65N3O3S2Sb3Si3Tl (ωB97M-V/def2-TZVPD, the Open Molecules 2025 dataset).

Each line ends with the Löwdin charge.
Cartesian coordinates (Å):
Tl1 -0.08065 0.81161 -0.52243  0.85
C1 1.79605 -1.63758 5.56142  -0.33
C2 3.20125 -1.88722 5.01378  -0.34
C3 3.20154 -2.99057 3.95962  -0.32
Sb1 2.06888 -2.36915 2.26322  1.61
C4 1.58806 -4.04963 1.13372  -0.38
C5 1.10270 -3.90563 -0.16100  -0.16
C6 0.96662 -5.03056 -0.95703  -0.05
C7 1.30498 -6.28295 -0.46017  -0.03
C8 1.79124 -6.41845 0.82759  -0.03
C9 1.93959 -5.29845 1.63635  -0.09
C10 3.39950 -1.22883 1.12458  -0.37
C11 4.12965 -1.89972 0.14737  -0.11
C12 5.15252 -1.23035 -0.51023  -0.05
C13 5.42911 0.09244 -0.20538  -0.04
C14 4.69432 0.75706 0.76588  -0.05
C15 3.67883 0.09559 1.43694  -0.13
Sb2 0.55358 -0.80509 4.03983  1.61
C16 0.85841 1.26572 4.25077  -0.35
C17 0.59879 1.71414 5.54273  -0.11
C18 0.78717 3.05449 5.84417  -0.04
C19 1.21841 3.93234 4.86289  -0.04
C20 1.44398 3.48472 3.57065  -0.07
C21 1.25938 2.14555 3.25817  -0.16
C22 -1.41668 -1.18836 4.61646  -0.38
C23 -2.47241 -0.60136 3.92556  -0.17
C24 -3.76409 -0.76922 4.40118  -0.05
C25 -3.99470 -1.50452 5.55641  -0.03
C26 -2.93745 -2.06983 6.24807  -0.04
C27 -1.63780 -1.91510 5.78209  -0.10
H1 1.79898 -0.93456 6.39309  0.08
H2 1.35101 -2.57411 5.90309  0.07
H3 3.85421 -2.19132 5.83523  0.13
H4 3.63780 -0.96458 4.61346  0.11
H5 2.76858 -3.90929 4.35806  0.07
H6 4.20008 -3.21169 3.58438  0.09
H7 0.85916 -2.92582 -0.55210  0.08
H8 0.60635 -4.93517 -1.97054  0.12
H9 1.19705 -7.15647 -1.08480  0.13
H10 2.06323 -7.39252 1.20653  0.13
H11 2.32654 -5.41977 2.63841  0.10
H12 3.92456 -2.93417 -0.09740  0.11
H13 5.74169 -1.74983 -1.25314  0.13
H14 6.23323 0.60332 -0.71337  0.13
H15 4.93000 1.77975 1.01637  0.12
H16 3.14805 0.60517 2.22736  0.07
H17 0.25818 1.04376 6.32050  0.11
H18 0.61064 3.40541 6.85022  0.13
H19 1.38463 4.97067 5.10998  0.12
H20 1.75967 4.17540 2.80436  0.11
H21 1.41404 1.81339 2.24117  0.06
H22 -2.29716 0.00858 3.04882  0.07
H23 -4.59389 -0.32049 3.87232  0.12
H24 -5.00323 -1.63122 5.92242  0.13
H25 -3.11807 -2.63407 7.14903  0.13
H26 -0.82898 -2.36825 6.33495  0.10
O1 -2.72306 1.32571 -1.03789  -0.21
H27 -3.47441 0.78257 -0.77303  0.07
H28 -2.79454 2.10464 -0.46483  -0.06
O2 -0.90044 -0.19164 -2.97088  -0.66
N1 0.06667 0.82372 -3.44943  -0.47
C28 -2.37705 -3.50485 1.96225  -0.20
S1 -2.11882 -2.00101 1.02430  0.85
C29 -2.09765 -2.70112 -0.62926  -0.22
O3 -0.68681 -1.56107 1.34265  -0.78
H29 -1.48552 -4.12175 1.85942  0.07
H30 -3.24560 -4.02094 1.56373  0.08
H31 -2.55569 -3.23474 3.00025  0.05
H32 -1.47742 -3.59066 -0.65859  0.05
H33 -1.72068 -1.93943 -1.31054  0.03
H34 -3.12263 -2.94749 -0.89120  0.08
C30 -0.33990 -2.30513 -5.84269  -0.19
Si1 -1.65917 -1.11845 -6.41027  0.47
C31 -3.39276 -1.72832 -6.08600  -0.21
C32 -1.41717 -0.25322 -8.03446  -0.19
Sb3 -1.63108 0.83735 -4.55660  1.46
Si2 -2.53762 3.31619 -3.85741  0.52
C33 -1.30536 3.84976 -2.55838  -0.19
C34 -2.26152 4.07432 -5.53752  -0.22
C35 -4.33060 3.11694 -3.37413  -0.20
Si3 1.76610 0.36313 -3.87375  0.39
C36 2.09049 -1.36872 -3.25082  -0.14
C37 2.80029 1.57988 -2.90557  -0.16
C38 2.02018 0.62190 -5.69999  -0.15
H35 -0.63644 -3.30165 -6.17350  0.06
H36 -0.26786 -2.32363 -4.75652  0.01
H37 0.63726 -2.09140 -6.26622  0.03
H38 -3.58662 -2.57511 -6.74537  0.06
H39 -4.14738 -0.97646 -6.31040  0.04
H40 -3.53391 -2.07825 -5.06423  0.03
H41 -1.50688 -1.00306 -8.82340  0.06
H42 -0.43582 0.20626 -8.13579  0.04
H43 -2.18199 0.49789 -8.22328  0.04
H44 -0.67124 4.63447 -2.97073  0.05
H45 -0.65251 3.02666 -2.26810  -0.03
H46 -1.80433 4.23612 -1.67099  0.03
H47 -1.22189 4.02882 -5.86046  0.04
H48 -2.52561 5.13288 -5.48380  0.06
H49 -2.89355 3.62951 -6.30597  0.04
H50 -4.56361 3.74089 -2.51242  0.05
H51 -4.59468 2.09400 -3.11501  0.02
H52 -4.96995 3.43434 -4.19648  0.05
H53 1.64924 -1.52084 -2.26269  0.00
H54 3.16510 -1.50090 -3.14150  0.04
H55 1.72800 -2.15406 -3.90702  0.02
H56 2.85297 1.33111 -1.84512  0.00
H57 2.42700 2.59744 -2.99840  0.04
H58 3.82145 1.57827 -3.28156  0.05
H59 1.52978 -0.12281 -6.31909  0.00
H60 3.07692 0.60457 -5.95181  0.05
H61 1.65021 1.60480 -5.99228  0.04
S2 -1.67662 2.75288 1.46536  0.58
C39 -1.41490 4.34350 2.01977  -0.79
N2 -2.12738 4.77504 3.10059  0.09
C40 -2.01749 6.01778 3.60648  -0.01
C41 -1.14361 6.88749 3.01418  0.01
C42 -0.42839 6.39389 1.91105  -0.07
N3 -0.55029 5.17433 1.43391  0.08
H62 -2.78070 4.11534 3.51359  0.15
H63 -2.63867 6.25362 4.45774  0.15
H64 -1.01979 7.89411 3.37341  0.13
H65 0.27880 7.03134 1.39510  0.13

## Properties
multiplicity = 1
HOMO-LUMO gap = 0.25538 hartree
net charge = +4

4.
# C11H16BN8RhS

A structure of composition C11H16BN8RhS (ωB97M-V/def2-TZVPD, the Open Molecules 2025 dataset).

Each line ends with the natural charge from an NBO analysis.
Cartesian coordinates (Å):
Rh1 -0.01598 -0.07887 -0.23949  1.08
C1 3.75671 0.28989 1.39293  -0.30
C2 2.91557 -0.16357 0.39024  0.01
N1 1.67294 0.26344 0.65860  -0.21
N2 1.67986 0.95745 1.81582  -0.31
C3 2.93771 0.98462 2.26922  0.07
B1 0.35139 1.52291 2.40172  0.52
N3 -0.26493 2.40858 1.30533  -0.31
C4 -0.63954 3.69181 1.23704  0.06
C5 -1.10198 3.95256 -0.04227  -0.30
C6 -0.97457 2.74985 -0.72356  0.00
N4 -0.46686 1.83163 0.10947  -0.31
N5 -0.58868 0.29706 2.55240  -0.30
C7 -1.20311 -0.24563 3.60841  0.07
C8 -1.86180 -1.39904 3.20940  -0.30
C9 -1.59297 -1.52039 1.85674  0.01
N6 -0.84183 -0.47453 1.47882  -0.22
H1 4.81812 0.13574 1.47207  0.27
H2 3.12258 -0.74874 -0.48986  0.25
H3 3.16971 1.49919 3.18741  0.26
H4 0.52386 2.09145 3.42733  0.02
H5 -0.55349 4.33295 2.09892  0.26
H6 -1.47890 4.88380 -0.42585  0.27
H7 -1.21489 2.50874 -1.74700  0.24
H8 -1.12835 0.22132 4.57683  0.26
H9 -2.44752 -2.06213 3.82084  0.27
H10 -1.88109 -2.28017 1.15186  0.24
C10 -0.43898 -2.25116 -5.08504  -0.45
N7 0.20203 -2.08163 -3.78065  -0.52
C11 -0.39824 -2.26308 -2.62511  0.37
N8 -1.69523 -2.53857 -2.58155  -0.75
S1 0.55463 -2.23379 -1.14741  -0.22
H11 0.28829 -2.02139 -5.85670  0.26
H12 -1.27965 -1.56509 -5.19118  0.22
H13 -0.77207 -3.28161 -5.21622  0.23
H14 1.19677 -1.91835 -3.74437  0.44
H15 -2.23928 -2.68673 -3.41941  0.43
H16 -2.11024 -2.80854 -1.70576  0.43

## Properties
multiplicity = 1
HOMO-LUMO gap = 0.27185 hartree
net charge = +2

What did the second record say?
# C3H7OS2

The ion C3H7OS2 with charge -1 at a distorted geometry (ωB97M-V/def2-TZVPD, the Open Molecules 2025 dataset).

Each line ends with the natural charge from an NBO analysis.
Cartesian coordinates (Å):
O1 0.39360 2.42547 -2.69559  -0.96
C1 0.00733 1.12348 -2.52481  0.00
C2 -0.64115 0.92040 -1.08875  -0.49
C3 0.04795 -0.22564 -0.36178  -0.53
S1 -0.48087 -0.10279 1.34734  0.10
S2 0.59379 -1.79280 1.97109  -0.22
H1 -0.86272 0.93181 -3.25555  0.08
H2 0.81187 0.32487 -2.62835  0.07
H3 -0.42551 1.88905 -0.70132  0.24
H4 -1.73702 0.75820 -1.07726  0.17
H5 -0.16685 -1.21677 -0.77843  0.20
H6 1.13199 -0.00773 -0.38046  0.22
H7 -0.19200 -2.66326 1.14329  0.13

## Properties
multiplicity = 1
structure (SMILES) = [O-]CCCSS
HOMO-LUMO gap = 0.19193 hartree
net charge = -1